No. 1
This record from OMol25 describes 8 unconnected molecules or ions with the total composition C27H48N3O12. The level of theory is ωB97M-V with the def2-TZVPD basis set.

Each line ends with the Löwdin charge.
Geometry (Å):
1 C -3.291 3.849 1.407  0.025
2 C -2.429 3.243 2.477  -0.375
3 O -1.696 3.972 3.143  0.170
4 N -2.722 1.884 2.945  0.078
5 H -3.571 1.535 2.591  0.159
6 H -1.972 1.582 2.417  0.047
7 C -2.363 1.299 4.292  0.068
8 H -2.630 4.534 0.951  0.072
9 H -4.343 4.246 1.877  0.177
10 H -3.612 3.402 0.527  0.037
11 H -2.385 0.095 4.140  0.180
12 H -2.975 1.707 4.951  0.040
13 H -1.365 1.796 4.555  0.119
14 C -2.303 -2.557 -1.246  0.035
15 C -2.905 -1.515 -2.065  -0.341
16 O -3.285 -1.781 -3.243  0.103
17 N -3.166 -0.104 -1.591  0.019
18 H -3.834 -0.108 -0.730  0.220
19 H -2.196 0.359 -1.386  0.153
20 C -3.521 0.972 -2.526  -0.071
21 H -2.768 -3.526 -1.371  0.116
22 H -2.353 -2.145 -0.135  0.122
23 H -1.313 -2.607 -1.507  0.062
24 H -3.381 2.026 -1.913  0.133
25 H -4.643 0.954 -2.918  0.136
26 H -2.731 1.225 -3.405  0.146
27 N -0.469 0.695 0.794  -0.553
28 O -1.583 0.947 0.351  -0.065
29 O 0.246 -0.144 0.177  -0.008
30 O -0.273 0.866 1.970  0.001
31 C 3.045 2.389 5.489  -0.039
32 C 2.471 1.839 4.228  -0.550
33 C 3.133 0.490 3.796  -0.046
34 O 1.151 1.566 4.515  -0.106
35 H 4.011 2.452 5.323  0.017
36 H 2.751 1.915 6.424  0.104
37 H 2.621 3.412 5.454  0.103
38 H 2.430 2.390 3.317  0.126
39 H 4.242 0.885 4.102  0.116
40 H 2.814 0.386 2.747  0.074
41 H 3.064 -0.201 4.729  0.106
42 H 0.398 1.344 3.896  0.061
43 C 2.072 -4.366 -0.288  -0.017
44 C 2.487 -3.273 -1.298  -0.458
45 C 2.564 -3.871 -2.717  -0.025
46 O 1.560 -2.239 -1.209  -0.049
47 H 2.592 -4.191 0.628  0.085
48 H 2.386 -5.193 -0.541  -0.015
49 H 1.066 -4.498 -0.163  0.057
50 H 3.470 -2.818 -0.924  0.161
51 H 1.479 -4.130 -2.868  0.114
52 H 3.276 -4.626 -2.675  0.053
53 H 3.095 -3.103 -3.322  0.076
54 H 1.667 -1.660 -0.524  0.008
55 C -0.654 -0.258 -5.638  -0.081
56 C 0.288 -0.680 -4.495  -0.516
57 C 1.713 -0.809 -4.825  -0.074
58 O -0.012 0.225 -3.398  -0.129
59 H -0.747 -0.961 -6.488  0.090
60 H -0.592 0.738 -6.185  0.099
61 H -1.654 -0.257 -5.236  0.038
62 H -0.234 -1.735 -4.384  0.157
63 H 2.025 -0.069 -5.429  0.010
64 H 2.239 -1.809 -5.463  0.174
65 H 2.196 -0.722 -3.744  0.110
66 H 0.375 -0.062 -2.454  0.120
67 C -0.346 4.816 -1.870  0.058
68 C -0.014 5.379 -3.287  0.120
69 C 1.128 4.663 -4.012  -0.409
70 O 1.432 4.899 -5.178  0.105
71 C 1.733 3.479 -3.407  0.081
72 C 1.310 2.951 -2.055  0.065
73 C 0.269 3.618 -1.282  -0.431
74 O 0.025 3.383 -0.073  0.041
75 H -1.121 5.406 -1.417  0.080
76 H -0.510 6.287 -3.699  0.114
77 H 2.475 3.009 -3.920  0.075
78 H 1.664 1.827 -1.718  0.161
79 C -0.097 -5.128 2.975  0.093
80 C 1.100 -4.609 3.886  0.135
81 C 1.446 -3.247 3.752  -0.419
82 O 2.435 -2.823 4.337  0.122
83 C 0.576 -2.366 2.914  0.055
84 C -0.563 -2.802 2.257  0.042
85 C -0.900 -4.290 2.177  -0.394
86 O -1.913 -4.633 1.475  0.034
87 H -0.334 -6.218 3.087  0.124
88 H 1.552 -5.256 4.518  0.074
89 H 0.878 -1.401 2.912  0.053
90 H -1.176 -2.146 1.715  0.060

Cartesian forces (eV/Å) of the 6 atoms listed first:
-2.0 0.8 1.7
0.0 4.7 3.1
-1.5 -2.9 -1.9
-0.1 0.6 1.7
-1.3 -0.5 -0.7
2.6 -2.8 -2.5

Relative energy (zero: lowest compared OMol25 entry of this formula, charge and spin) in eV: 0.836
E in Ha: -2123.80018
Net charge: +1
Orbital gap in eV: 6.631


No. 2
This record from OMol25 describes a molecular structure, C27H49As3ClIrNO7P. The level of theory is ωB97M-V with the def2-TZVPD basis set.

Each line ends with the Löwdin charge.
Geometry (Å):
1 Ir 0.271 0.286 -0.974  1.006
2 Cl 1.847 -0.261 6.473  0.644
3 C 1.261 -0.452 4.856  -0.696
4 C 0.127 -1.215 4.612  -0.119
5 C -0.333 -1.341 3.325  -0.022
6 C 0.305 -0.714 2.221  -0.403
7 O -0.189 -0.887 1.047  -0.327
8 C 1.472 0.038 2.510  -0.116
9 C 2.286 0.740 1.437  -0.485
10 O 2.186 0.327 0.200  -0.305
11 C 1.931 0.153 3.809  -0.076
12 H -0.384 -1.698 5.430  0.102
13 H -1.206 -1.944 3.120  0.103
14 H 3.349 0.670 1.772  0.160
15 H 2.819 0.734 4.006  0.120
16 C -3.490 -0.768 -2.327  -0.272
17 As -2.134 -0.829 -0.875  1.126
18 C -3.293 -0.065 0.508  -0.258
19 C -2.211 -2.698 -0.212  -0.313
20 C -1.496 -3.859 -0.908  -0.682
21 C -1.953 -5.135 -0.163  -0.061
22 C 0.034 -3.824 -0.759  -0.292
23 As 1.181 -2.197 -1.115  1.132
24 C 2.482 -2.636 0.280  -0.256
25 C 2.395 -2.698 -2.604  -0.289
26 C -1.954 -3.999 -2.361  -0.369
27 As -0.963 -2.993 -3.754  1.117
28 C -2.367 -3.301 -5.140  -0.321
29 C 0.126 -4.531 -4.400  -0.326
30 H -3.046 -1.081 -3.271  -0.026
31 H -3.806 0.272 -2.432  0.032
32 H -4.364 -1.384 -2.100  0.035
33 H -4.250 -0.596 0.566  0.040
34 H -3.481 0.983 0.268  0.031
35 H -2.784 -0.111 1.469  0.023
36 H -3.279 -2.943 -0.143  0.091
37 H -1.817 -2.609 0.802  0.061
38 H -1.750 -5.054 0.904  0.088
39 H -1.425 -6.009 -0.543  0.088
40 H -3.022 -5.297 -0.296  0.090
41 H 0.454 -4.649 -1.345  0.079
42 H 0.258 -4.019 0.296  0.079
43 H 2.862 -3.652 0.149  0.045
44 H 2.026 -2.539 1.263  0.030
45 H 3.305 -1.929 0.223  0.033
46 H 2.768 -3.722 -2.524  0.035
47 H 3.239 -2.010 -2.512  0.033
48 H 1.928 -2.537 -3.575  -0.012
49 H -3.004 -3.696 -2.420  0.072
50 H -1.902 -5.055 -2.648  0.076
51 H -3.202 -2.613 -5.018  0.006
52 H -2.743 -4.322 -5.081  0.024
53 H -1.942 -3.144 -6.132  0.022
54 H 0.844 -4.844 -3.645  -0.004
55 H 0.681 -4.242 -5.294  0.025
56 H -0.513 -5.377 -4.653  0.024
57 C -0.635 2.594 4.016  -0.007
58 C -0.818 3.765 3.056  -0.611
59 C -2.090 3.610 2.226  -0.028
60 C -0.873 5.092 3.821  -0.023
61 O 0.339 3.885 2.218  -0.115
62 P 0.827 2.970 1.029  0.451
63 O 2.078 2.193 1.607  -0.117
64 O -0.251 2.139 0.437  -0.299
65 O 1.367 4.117 0.097  -0.115
66 C 2.591 4.235 -0.649  -0.605
67 C 2.328 5.374 -1.637  -0.018
68 C 3.729 4.606 0.303  -0.016
69 C 2.891 2.952 -1.409  -0.024
70 H -1.451 2.561 4.733  0.096
71 H 0.304 2.704 4.553  0.096
72 H -0.610 1.657 3.465  0.073
73 H -2.960 3.746 2.865  0.092
74 H -2.129 2.632 1.760  0.053
75 H -2.095 4.366 1.445  0.098
76 H -1.729 5.100 4.491  0.087
77 H -0.962 5.908 3.111  0.088
78 H 0.036 5.235 4.398  0.088
79 H 2.033 6.269 -1.095  0.087
80 H 1.524 5.094 -2.313  0.087
81 H 3.223 5.586 -2.218  0.089
82 H 3.473 5.518 0.840  0.091
83 H 4.647 4.767 -0.260  0.090
84 H 3.885 3.810 1.027  0.077
85 H 2.003 2.638 -1.954  0.060
86 H 3.168 2.152 -0.733  0.063
87 H 3.697 3.112 -2.118  0.095
88 O -1.049 3.279 -3.559  0.068
89 C -0.566 2.303 -3.127  -0.568
90 N -0.057 1.302 -2.745  -0.123

Cartesian forces (eV/Å) of the 6 atoms listed first:
-1.3 -3.1 4.6
0.1 0.0 0.3
0.0 0.0 -0.3
0.2 0.2 0.2
0.1 0.0 -0.6
0.9 0.3 1.6

Relative energy (zero: lowest compared OMol25 entry of this formula, charge and spin) in eV: 4.149
E in Ha: -9252.92705
Net charge: 0
Orbital gap in eV: 6.541


Values of HOMO level, in order: -11.04, -7.40, all in eV.
Values of largest force on an atom, in order: 10.5, 5.7, all in eV/Å.